107
Properties=species:S:1:pos:R:3 method="wB97M-V/def2-TZVPD" orbital_gap_ev=6.267 charge=-2 max_force_ev_per_a=0.52 e_above_lowest_ev=0.071 total_energy_ha=-2723.839657 lumo_energy_ev=4.1
Ba -0.5854 -0.9934 -0.2883
O -2.3525 -1.5302 -2.0608
C -3.5257 -1.1256 -2.3435
C -3.9321 -0.9806 -3.7076
C -5.1892 -0.5629 -4.0695
C -6.1553 -0.2643 -3.1010
C -5.7993 -0.3966 -1.7738
C -4.5238 -0.8006 -1.3586
C -4.3241 -0.8549 0.0835
N -3.2243 -0.9878 0.7258
N -3.4205 -0.9811 2.1098
C -2.3191 -1.1651 2.7912
O -1.1338 -1.3318 2.3519
C -2.5235 -1.1522 4.2898
C -1.4315 -1.3060 5.1389
C -1.5941 -1.2578 6.5178
C -2.8511 -1.0574 7.0686
C -3.9479 -0.9093 6.2269
C -3.7854 -0.9571 4.8513
H -3.1837 -1.2168 -4.4551
H -5.4351 -0.4670 -5.1230
H -7.1494 0.0610 -3.3815
H -6.5301 -0.1711 -1.0015
H -5.2347 -0.7424 0.6830
H -0.4490 -1.4532 4.7119
H -0.7307 -1.3755 7.1623
H -2.9775 -1.0168 8.1446
H -4.9353 -0.7534 6.6470
H -4.6259 -0.8382 4.1817
C 2.3337 -0.0015 -5.7696
O 3.7391 -0.1934 -5.7750
C 4.2040 -1.3205 -5.1585
C 3.3951 -2.3806 -4.7631
C 3.9493 -3.4635 -4.0971
C 5.3087 -3.5033 -3.8056
C 6.1182 -2.4739 -4.2764
C 5.5755 -1.3847 -4.9341
N 5.9481 -4.5943 -3.1352
N 5.4382 -5.1234 -2.1177
C 4.3371 -4.5912 -1.4338
C 3.4188 -5.5379 -0.9868
C 2.1496 -5.2160 -0.5470
C 1.6989 -3.8687 -0.5064
O 0.5302 -3.5244 -0.2218
C 2.7288 -2.8514 -0.8080
N 2.3446 -1.5680 -0.6576
C 3.2069 -0.6020 -0.8712
C 4.5488 -0.8565 -1.1939
C 4.9540 -2.1525 -1.3640
C 4.0275 -3.2077 -1.2257
H 2.1629 0.9929 -6.1749
H 1.9274 -0.0546 -4.7566
H 1.8277 -0.7371 -6.4015
H 2.3274 -2.3602 -4.9288
H 3.3005 -4.2616 -3.7599
H 7.1836 -2.5265 -4.0845
H 6.1959 -0.5612 -5.2647
H 3.7147 -6.5786 -1.0749
H 1.4471 -5.9876 -0.2590
H 2.8170 0.4085 -0.7882
H 5.2425 -0.0343 -1.3164
H 5.9837 -2.3744 -1.6093
C 2.2227 0.6561 4.0367
C 1.7395 -0.1103 2.8163
O 1.4597 -1.4539 3.1608
H 2.5137 1.6769 3.7723
H 3.0875 0.1532 4.4744
H 1.4346 0.7024 4.7917
H 2.5018 -0.0852 2.0287
H 0.8343 0.3615 2.4178
H 0.5281 -1.6169 2.9071
C 0.9256 0.9123 -2.8665
O 0.4454 1.0045 -1.5905
H 0.7568 -0.0834 -3.3408
H 2.0254 1.0808 -2.9436
H 0.4691 1.6448 -3.5690
C 1.4310 3.2926 0.4912
C 0.3782 3.2981 1.6056
C 0.1826 4.7107 2.1603
P -1.0859 2.2931 1.0316
C -1.6827 3.1054 -0.5229
C -1.8503 4.6223 -0.5958
C -2.9523 2.3839 -0.9796
C -2.3966 2.5050 2.3368
C -1.8227 2.0056 3.6673
C -3.1178 3.8411 2.5068
H 2.4154 3.5395 0.9018
H 1.1938 4.0427 -0.2676
H 1.4711 2.3309 -0.0291
H 0.7717 2.6814 2.4213
H -0.2745 5.3775 1.4284
H 1.1571 5.1347 2.4284
H -0.4372 4.7233 3.0559
H -0.8844 2.7957 -1.2104
H -2.5644 5.0045 0.1368
H -2.2212 4.8960 -1.5895
H -0.9052 5.1446 -0.4489
H -3.8061 2.5930 -0.3287
H -2.8149 1.3024 -0.9987
H -3.2221 2.6930 -1.9929
H -3.1393 1.7590 2.0300
H -1.1406 2.7336 4.1113
H -1.2762 1.0689 3.5356
H -2.6252 1.8164 4.3850
H -2.4310 4.6569 2.7406
H -3.8378 3.7669 3.3292
H -3.6723 4.1169 1.6098